[1]
Computed, not measured: one molecule with the formula CHN3O2S, with ωB97M-V/def2-TZVPD.

Properties
- Highest occupied orbital energy: -0.363 hartree
- Energy above the lowest of the compared OMol25 structures with the same formula, charge and spin: 4.746 eV
- Energy: -751.4622 Ha
- Frontier orbital gap: 9.78 eV
- LUMO: -0.0038 Ha

CARTESIAN COORDINATES (ANGSTROEM)
C: 2.563 1.908 2.084
N: 2.774 1.598 3.168
N: 1.224 1.342 0.396
N: 0.778 1.044 -0.725
O: -0.121 -0.035 -0.645
O: 1.142 1.420 -1.836
S: 2.309 2.524 0.486
H: -0.701 0.162 -1.393


[2]
Computed, not measured: C7H16O11V3 as an isolated structure, with ωB97M-V/def2-TZVPD.

Properties
- Highest occupied orbital energy: -0.350 hartree
- Net charge: +1
- Energy above the lowest of the compared OMol25 structures with the same formula, charge and spin: 17.802 eV
- Energy: -3935.1134 Ha
- Frontier orbital gap: 2.47 eV
- LUMO: -0.2593 Ha

CARTESIAN COORDINATES (ANGSTROEM)
O: -3.947 -1.566 4.985
V: -3.015 -2.363 3.929
O: -2.336 -3.639 4.682
O: 0.033 -6.093 -2.002
V: -0.004 -4.743 -2.782
O: 1.502 -4.409 -3.239
O: -6.348 0.281 -3.841
V: -6.060 0.090 -2.230
O: -7.275 0.922 -1.421
C: -1.516 -1.115 -0.545
O: -1.844 -1.355 -1.706
O: -2.406 -0.631 0.153
O: -0.987 -2.085 0.023
C: -1.684 5.851 -2.189
C: -2.804 5.411 -1.176
C: -3.332 6.578 -0.405
O: -3.844 4.895 -1.930
H: -2.066 6.552 -2.932
H: -1.149 5.055 -2.705
H: -0.967 6.430 -1.608
H: -2.416 4.761 -0.392
H: -4.130 6.094 0.159
H: -3.629 7.407 -1.046
H: -2.541 6.778 0.318
H: -4.516 5.580 -1.948
C: 5.377 -2.680 0.958
C: 5.378 -4.105 1.502
C: 6.667 -4.452 2.288
O: 4.246 -4.276 2.301
H: 6.093 -2.365 0.200
H: 5.471 -2.030 1.828
H: 4.435 -2.514 0.435
H: 5.195 -4.843 0.720
H: 7.118 -3.659 2.884
H: 7.441 -4.902 1.667
H: 6.353 -5.068 3.131
H: 3.505 -3.791 1.932


[3]
Computed, not measured: an isolated ion of composition C5H9FN and charge +1, with ωB97M-V/def2-TZVPD.

Properties
- Highest occupied orbital energy: -0.558 hartree
- Net charge: +1
- Energy above the lowest of the compared OMol25 structures with the same formula, charge and spin: 3.753 eV
- Energy: -350.1063 Ha
- Frontier orbital gap: 8.83 eV
- LUMO: -0.2335 Ha

CARTESIAN COORDINATES (ANGSTROEM)
C: -1.451 0.992 -0.706
C: -0.275 0.561 -1.606
C: 0.358 -0.547 -0.750
C: 0.799 -0.152 0.577
C: 1.153 -1.116 1.588
N: -1.454 1.168 0.527
F: -2.558 1.618 1.188
H: -2.315 1.291 -1.306
H: -0.631 0.284 -2.525
H: 0.314 1.417 -1.649
H: -0.261 -1.525 -0.628
H: 1.306 -0.888 -1.230
H: 0.631 -0.934 2.613
H: 1.163 0.854 0.671
H: 2.156 -0.903 2.037
H: 1.066 -2.121 1.200


[4]
Computed, not measured: one molecule with the formula C4H2N2O, with ωB97M-V/def2-TZVPD.

Properties
- Highest occupied orbital energy: -0.378 hartree
- Energy above the lowest of the compared OMol25 structures with the same formula, charge and spin: 3.286 eV
- Energy: -338.2207 Ha
- Frontier orbital gap: 9.62 eV
- LUMO: -0.0250 Ha
- SMILES: N#CC#CC(N)=O

CARTESIAN COORDINATES (ANGSTROEM)
N: -1.060 0.539 2.784
C: -1.775 0.644 1.865
C: -1.224 1.208 0.695
C: -0.284 0.702 0.101
C: 0.403 0.133 -1.013
N: 0.999 -1.069 -0.839
O: 0.355 0.788 -2.035
H: 1.061 -1.521 0.062
H: 1.525 -1.423 -1.622


[5]
Computed, not measured: C19H23MoN7O4S as an isolated structure, with ωB97M-V/def2-TZVPD.

Properties
- Highest occupied orbital energy: -0.730 hartree
- Net charge: +4
- Energy above the lowest of the compared OMol25 structures with the same formula, charge and spin: 0.000 eV
- Energy: -1886.7371 Ha
- Frontier orbital gap: 3.41 eV
- LUMO: -0.6043 Ha

CARTESIAN COORDINATES (ANGSTROEM)
Mo: 0.748 -0.800 -0.196
N: -0.322 1.068 0.403
C: 0.246 1.540 1.716
C: 0.581 0.326 2.550
O: 0.805 0.262 3.697
N: 0.562 -0.930 1.707
C: -0.173 -2.063 2.317
C: -0.821 -2.865 1.206
O: -1.451 -3.823 1.199
O: -0.442 -2.134 -0.082
H: -1.316 0.864 0.534
H: -0.287 1.826 -0.281
H: 1.162 2.105 1.551
H: -0.453 2.177 2.256
H: 0.522 -2.706 2.864
H: -0.933 -1.736 3.028
O: 2.188 0.389 -0.373
S: 3.601 0.860 -1.038
C: 4.029 -0.756 -1.768
C: 3.730 -1.887 -0.835
C: 2.386 -2.422 -0.800
C: 2.130 -3.559 0.036
C: 3.096 -4.063 0.873
C: 4.379 -3.517 0.817
C: 4.691 -2.433 -0.036
C: 4.808 1.158 0.327
C: 4.350 2.165 1.319
C: 3.710 1.749 2.490
C: 3.384 2.674 3.465
C: 3.697 4.018 3.268
C: 4.350 4.429 2.112
C: 4.676 3.505 1.131
H: 5.080 -0.672 -2.059
H: 3.421 -0.791 -2.674
H: 1.870 -2.455 -1.768
H: 1.183 -4.079 -0.055
H: 2.893 -4.923 1.500
H: 5.172 -3.959 1.414
H: 5.716 -2.080 -0.086
H: 5.620 1.541 -0.308
H: 5.078 0.188 0.748
H: 3.542 0.689 2.672
H: 2.937 2.356 4.398
H: 3.445 4.743 4.031
H: 4.628 5.467 1.985
H: 5.193 3.830 0.234
N: -0.529 1.224 -4.929
N: -0.505 0.395 -3.914
N: -1.319 -0.690 -3.925
C: -1.023 -1.259 -2.790
N: -0.043 -0.561 -2.127
N: 0.261 0.532 -2.895
H: -1.197 1.024 -5.665
H: 0.051 2.051 -4.899
H: -1.482 -2.174 -2.443